# 1
ORCA calculation (wB97M-V/def2-TZVPD) on C37H22Cl5N9O3Tl as an isolated structure.

Geometry as ORCA input:
```
! wB97M-V def2-TZVPD RIJCOSX def2/J DEFGRID3
* xyz 1 1
Tl 0.005 -0.243 0.370
O -2.532 2.662 -3.389
C -2.288 1.500 -4.012
C -2.313 1.513 -5.408
C -2.063 0.360 -6.122
C -1.783 -0.842 -5.468
C -1.754 -0.861 -4.092
C -1.995 0.297 -3.339
C -1.854 0.215 -1.881
O -1.404 -0.855 -1.351
N -2.156 1.317 -1.167
N -1.793 1.166 0.114
C -2.270 1.838 1.081
C -1.834 1.488 2.447
C -2.341 2.135 3.560
C -1.957 1.689 4.819
C -1.095 0.611 4.924
C -0.624 0.024 3.757
N -0.979 0.462 2.558
H -2.517 2.503 -2.421
H -2.543 2.446 -5.904
H -2.096 0.389 -7.204
H -1.597 -1.745 -6.032
H -1.548 -1.778 -3.556
H -3.052 2.574 0.920
H -3.030 2.960 3.441
H -2.339 2.174 5.707
H -0.790 0.225 5.886
H 0.061 -0.816 3.776
C 1.235 3.644 2.929
C 1.392 2.316 2.558
N 1.261 1.935 1.294
C 1.024 2.880 0.385
C 0.797 4.197 0.780
N 0.893 4.575 2.047
C 1.101 2.464 -1.039
C 1.398 3.377 -2.034
C 1.602 2.926 -3.334
C 1.580 1.555 -3.552
C 1.281 0.691 -2.509
N 0.989 1.158 -1.292
C 1.319 -0.786 -2.691
C 1.472 -1.386 -3.937
N 1.515 -2.703 -4.085
C 1.384 -3.435 -2.989
C 1.199 -2.852 -1.741
N 1.180 -1.535 -1.599
C 1.874 3.864 -4.442
C 2.702 4.967 -4.271
C 2.919 5.807 -5.353
N 2.368 5.623 -6.548
C 1.571 4.570 -6.703
C 1.297 3.662 -5.690
H 1.365 3.952 3.959
H 1.618 1.549 3.288
H 0.512 4.956 0.063
H 1.477 4.431 -1.809
H 1.825 1.169 -4.529
H 1.543 -0.801 -4.844
H 1.417 -4.512 -3.098
H 1.061 -3.460 -0.856
H 3.198 5.162 -3.329
H 3.571 6.667 -5.252
H 1.126 4.444 -7.682
H 0.621 2.835 -5.870
Cl 1.418 -7.214 2.220
C 1.379 -5.512 1.997
C 0.163 -4.847 1.883
Cl -1.308 -5.728 1.960
C 0.139 -3.465 1.710
Cl -1.392 -2.656 1.552
C 1.318 -2.707 1.637
O 1.368 -1.395 1.465
C 2.535 -3.404 1.744
Cl 3.985 -2.495 1.620
C 2.568 -4.780 1.929
Cl 4.074 -5.587 2.062
*
```

The HOMO energy comes out at -0.3981 Ha. Its energy relative to the best compared isomer or geometry (same formula, charge and spin) is 4.6 kcal per mole. The value obtained for the orbital gap is 6.890 eV. For the energy, the calculation gives -4614.971892 Ha.



# 2
ORCA calculation (wB97M-V/def2-TZVPD) on C37H26BCl2F4I2N2O4PS2Ti as an isolated structure at a distorted geometry.

Geometry as ORCA input:
```
! wB97M-V def2-TZVPD RIJCOSX def2/J DEFGRID3
* xyz -1 2
Ti -0.256 0.441 -1.215
O -0.681 -3.171 -2.017
S 0.403 -2.558 -1.300
O 1.626 -2.343 -2.021
O -0.029 -1.320 -0.541
C 0.726 -3.775 0.001
C 1.135 -4.997 -0.537
C 1.238 -6.122 0.253
C 0.919 -6.038 1.600
C 0.545 -4.828 2.149
C 0.437 -3.663 1.373
P -0.076 -2.097 2.236
C -1.805 -2.544 2.676
C -2.480 -1.674 3.539
C -3.793 -1.919 3.911
C -4.466 -3.019 3.396
C -3.823 -3.858 2.498
C -2.504 -3.621 2.134
C 0.820 -2.415 3.829
C 0.276 -2.401 5.109
C 1.097 -2.461 6.232
C 2.474 -2.518 6.097
C 3.034 -2.530 4.823
C 2.215 -2.471 3.709
H 1.361 -5.038 -1.596
H 1.542 -7.066 -0.181
H 0.951 -6.925 2.222
H 0.308 -4.773 3.203
H -1.973 -0.783 3.897
H -4.298 -1.243 4.591
H -5.501 -3.197 3.659
H -4.350 -4.707 2.080
H -2.021 -4.271 1.416
H -0.798 -2.370 5.241
H 0.654 -2.465 7.221
H 3.106 -2.562 6.975
H 4.109 -2.585 4.700
H 2.657 -2.477 2.717
I 0.007 4.951 -3.406
C 1.570 3.723 -2.770
C 2.911 4.116 -2.870
C 3.906 3.306 -2.389
I 5.890 3.989 -2.560
C 3.627 2.077 -1.748
C 4.556 1.202 -1.152
C 4.091 0.081 -0.526
C 2.725 -0.208 -0.493
N 1.815 0.566 -1.052
C 2.269 1.699 -1.672
C 1.224 2.504 -2.214
O 0.017 2.048 -2.093
H 3.158 5.065 -3.325
H 5.615 1.418 -1.190
H 4.783 -0.597 -0.044
H 2.370 -1.096 0.000
S -2.752 3.128 1.472
C -1.175 3.800 1.494
C -0.275 3.020 0.845
C -0.816 1.804 0.307
C -2.166 1.772 0.547
C -3.007 0.680 0.091
C -4.344 0.501 0.437
C -4.995 -0.644 0.023
C -4.312 -1.570 -0.748
C -3.001 -1.297 -1.099
N -2.358 -0.205 -0.686
H -1.005 4.746 1.988
H 0.762 3.317 0.755
H -4.842 1.247 1.042
H -6.026 -0.815 0.310
H -4.778 -2.487 -1.079
H -2.442 -1.977 -1.721
Cl 1.647 3.153 4.090
C 2.177 1.495 3.769
Cl 1.760 0.951 2.134
H 1.685 0.842 4.479
H 3.254 1.462 3.870
F -0.287 -0.391 -3.238
B -1.531 0.051 -3.900
F -1.217 0.679 -5.087
F -2.103 0.963 -2.974
F -2.380 -1.031 -4.070
*
```

The HOMO energy (spin up / spin down) comes out at -0.1605 / -0.1939 Ha. Its energy relative to the best compared isomer or geometry (same formula, charge and spin) is 25.4 kcal per mole. The value obtained for the orbital gap (spin up / spin down) is 6.320 / 7.229 eV. As for the expectation value of S²: 0.760. For the energy, the calculation gives -5763.784074 Ha.



What did the second record say?
ORCA calculation (wB97M-V/def2-TZVPD) on C37H26BCl2F4I2N2O4PS2Ti as an isolated structure at a distorted geometry.

Geometry as ORCA input:
```
! wB97M-V def2-TZVPD RIJCOSX def2/J DEFGRID3
* xyz -1 2
Ti -0.256 0.441 -1.215
O -0.681 -3.171 -2.017
S 0.403 -2.558 -1.300
O 1.626 -2.343 -2.021
O -0.029 -1.320 -0.541
C 0.726 -3.775 0.001
C 1.135 -4.997 -0.537
C 1.238 -6.122 0.253
C 0.919 -6.038 1.600
C 0.545 -4.828 2.149
C 0.437 -3.663 1.373
P -0.076 -2.097 2.236
C -1.805 -2.544 2.676
C -2.480 -1.674 3.539
C -3.793 -1.919 3.911
C -4.466 -3.019 3.396
C -3.823 -3.858 2.498
C -2.504 -3.621 2.134
C 0.820 -2.415 3.829
C 0.276 -2.401 5.109
C 1.097 -2.461 6.232
C 2.474 -2.518 6.097
C 3.034 -2.530 4.823
C 2.215 -2.471 3.709
H 1.361 -5.038 -1.596
H 1.542 -7.066 -0.181
H 0.951 -6.925 2.222
H 0.308 -4.773 3.203
H -1.973 -0.783 3.897
H -4.298 -1.243 4.591
H -5.501 -3.197 3.659
H -4.350 -4.707 2.080
H -2.021 -4.271 1.416
H -0.798 -2.370 5.241
H 0.654 -2.465 7.221
H 3.106 -2.562 6.975
H 4.109 -2.585 4.700
H 2.657 -2.477 2.717
I 0.007 4.951 -3.406
C 1.570 3.723 -2.770
C 2.911 4.116 -2.870
C 3.906 3.306 -2.389
I 5.890 3.989 -2.560
C 3.627 2.077 -1.748
C 4.556 1.202 -1.152
C 4.091 0.081 -0.526
C 2.725 -0.208 -0.493
N 1.815 0.566 -1.052
C 2.269 1.699 -1.672
C 1.224 2.504 -2.214
O 0.017 2.048 -2.093
H 3.158 5.065 -3.325
H 5.615 1.418 -1.190
H 4.783 -0.597 -0.044
H 2.370 -1.096 0.000
S -2.752 3.128 1.472
C -1.175 3.800 1.494
C -0.275 3.020 0.845
C -0.816 1.804 0.307
C -2.166 1.772 0.547
C -3.007 0.680 0.091
C -4.344 0.501 0.437
C -4.995 -0.644 0.023
C -4.312 -1.570 -0.748
C -3.001 -1.297 -1.099
N -2.358 -0.205 -0.686
H -1.005 4.746 1.988
H 0.762 3.317 0.755
H -4.842 1.247 1.042
H -6.026 -0.815 0.310
H -4.778 -2.487 -1.079
H -2.442 -1.977 -1.721
Cl 1.647 3.153 4.090
C 2.177 1.495 3.769
Cl 1.760 0.951 2.134
H 1.685 0.842 4.479
H 3.254 1.462 3.870
F -0.287 -0.391 -3.238
B -1.531 0.051 -3.900
F -1.217 0.679 -5.087
F -2.103 0.963 -2.974
F -2.380 -1.031 -4.070
*
```

The HOMO energy (spin up / spin down) comes out at -0.1605 / -0.1939 Ha. Its energy relative to the best compared isomer or geometry (same formula, charge and spin) is 25.4 kcal per mole. The value obtained for the orbital gap (spin up / spin down) is 6.320 / 7.229 eV. As for the expectation value of S²: 0.760. For the energy, the calculation gives -5763.784074 Ha.



Repeat the first record exactly.
ORCA calculation (wB97M-V/def2-TZVPD) on C37H22Cl5N9O3Tl as an isolated structure.

Geometry as ORCA input:
```
! wB97M-V def2-TZVPD RIJCOSX def2/J DEFGRID3
* xyz 1 1
Tl 0.005 -0.243 0.370
O -2.532 2.662 -3.389
C -2.288 1.500 -4.012
C -2.313 1.513 -5.408
C -2.063 0.360 -6.122
C -1.783 -0.842 -5.468
C -1.754 -0.861 -4.092
C -1.995 0.297 -3.339
C -1.854 0.215 -1.881
O -1.404 -0.855 -1.351
N -2.156 1.317 -1.167
N -1.793 1.166 0.114
C -2.270 1.838 1.081
C -1.834 1.488 2.447
C -2.341 2.135 3.560
C -1.957 1.689 4.819
C -1.095 0.611 4.924
C -0.624 0.024 3.757
N -0.979 0.462 2.558
H -2.517 2.503 -2.421
H -2.543 2.446 -5.904
H -2.096 0.389 -7.204
H -1.597 -1.745 -6.032
H -1.548 -1.778 -3.556
H -3.052 2.574 0.920
H -3.030 2.960 3.441
H -2.339 2.174 5.707
H -0.790 0.225 5.886
H 0.061 -0.816 3.776
C 1.235 3.644 2.929
C 1.392 2.316 2.558
N 1.261 1.935 1.294
C 1.024 2.880 0.385
C 0.797 4.197 0.780
N 0.893 4.575 2.047
C 1.101 2.464 -1.039
C 1.398 3.377 -2.034
C 1.602 2.926 -3.334
C 1.580 1.555 -3.552
C 1.281 0.691 -2.509
N 0.989 1.158 -1.292
C 1.319 -0.786 -2.691
C 1.472 -1.386 -3.937
N 1.515 -2.703 -4.085
C 1.384 -3.435 -2.989
C 1.199 -2.852 -1.741
N 1.180 -1.535 -1.599
C 1.874 3.864 -4.442
C 2.702 4.967 -4.271
C 2.919 5.807 -5.353
N 2.368 5.623 -6.548
C 1.571 4.570 -6.703
C 1.297 3.662 -5.690
H 1.365 3.952 3.959
H 1.618 1.549 3.288
H 0.512 4.956 0.063
H 1.477 4.431 -1.809
H 1.825 1.169 -4.529
H 1.543 -0.801 -4.844
H 1.417 -4.512 -3.098
H 1.061 -3.460 -0.856
H 3.198 5.162 -3.329
H 3.571 6.667 -5.252
H 1.126 4.444 -7.682
H 0.621 2.835 -5.870
Cl 1.418 -7.214 2.220
C 1.379 -5.512 1.997
C 0.163 -4.847 1.883
Cl -1.308 -5.728 1.960
C 0.139 -3.465 1.710
Cl -1.392 -2.656 1.552
C 1.318 -2.707 1.637
O 1.368 -1.395 1.465
C 2.535 -3.404 1.744
Cl 3.985 -2.495 1.620
C 2.568 -4.780 1.929
Cl 4.074 -5.587 2.062
*
```

The HOMO energy comes out at -0.3981 Ha. Its energy relative to the best compared isomer or geometry (same formula, charge and spin) is 4.6 kcal per mole. The value obtained for the orbital gap is 6.890 eV. For the energy, the calculation gives -4614.971892 Ha.